Arrangement one

The following is a quantum chemistry calculation of a cluster of 2 separate species, C3H12N2OS in total, from the Open Molecules 2025 dataset.

Each line ends with the Löwdin charge.
Positions of all 19 atoms, in Å:
N 2.1853 -0.3235 -1.3110  0.01
C 0.7639 -0.4810 -1.6449  -0.30
N -0.0806 -0.5480 -0.4706  -0.08
C -1.1300 0.4729 -0.3695  -0.30
C -2.3440 0.0778 0.5011  -0.54
S -2.4282 0.9858 2.0878  0.67
H 2.8613 -1.0401 -1.4870  0.05
H 2.4714 0.6313 -1.3679  0.05
H 0.4608 0.4008 -2.1986  0.11
H 0.6335 -1.4058 -2.2077  0.11
H -0.3627 -1.4426 -0.0948  0.10
H -0.7172 1.3808 0.0649  0.09
H -1.5266 0.6411 -1.3738  0.10
H -3.2361 0.4248 -0.0162  0.05
H -2.3774 -0.9873 0.6975  0.06
H -1.3476 0.3298 2.5703  -0.14
O 1.8531 0.1891 2.5201  -0.06
H 2.0500 1.0726 2.2128  0.03
H 2.2711 -0.3782 1.8875  0.01

Its LUMO energy is 0.9 eV. The SMILES is NCNCCS.O. For the orbital gap, the calculation gives 0.346 Ha. As for the total charge: 0.



Arrangement two

The following is a quantum chemistry calculation of a cluster of 2 separate species, C3H12N2OS in total, from the Open Molecules 2025 dataset.

Each line ends with the Löwdin charge.
Positions of all 19 atoms, in Å:
N -1.3311 1.7763 -0.0668  0.02
C -0.3131 0.9897 -0.7011  -0.29
C -0.2329 -0.4315 -0.1224  -0.49
N -1.3708 -1.2450 -0.5765  0.03
C 1.0741 -1.1279 -0.4811  -0.56
S 1.3393 -2.6892 0.3911  0.69
H -1.0282 2.6958 0.2235  0.07
H -2.0949 1.9419 -0.7098  0.07
H 0.7274 1.3704 -0.6429  0.10
H -0.2870 0.9252 -1.8010  0.12
H -0.3229 -0.3500 0.9582  0.12
H -1.6102 -1.1581 -1.5497  0.07
H -2.1543 -1.1402 0.0419  0.07
H 1.8815 -0.4338 -0.2356  0.06
H 1.0868 -1.3636 -1.5471  0.07
H 0.0616 -3.0814 0.2961  -0.15
O 1.3559 1.3940 2.3616  -0.02
H 1.7877 1.4306 1.5284  0.00
H 1.4313 0.4969 2.6333  0.02

Its LUMO energy is 0.7 eV. The SMILES is NC[C@@H](N)CS.O. For the orbital gap, the calculation gives 0.350 Ha. As for the total charge: 0.



Least stable of them? arrangement one.



Arrangement one

The following is a quantum chemistry calculation of the ion C2H6N3 with charge +1, from the Open Molecules 2025 dataset.

Each line ends with the Löwdin charge.
Positions of all 11 atoms, in Å:
H -0.7200 -0.5156 -2.8600  0.07
N -0.6017 -0.5499 -1.8872  0.19
C -0.1579 0.3606 -1.0880  -0.12
C 0.1451 -0.0409 0.2696  -0.39
N -0.3892 -1.0127 0.9119  0.18
N 0.8336 0.8915 0.9391  0.22
H -0.0196 1.4335 -1.3466  0.14
H 0.0103 -1.2269 1.9704  0.22
H -1.2096 -1.8051 0.7163  0.25
H 0.9560 1.7959 0.5352  0.13
H 1.1531 0.6696 1.8393  0.12

Its LUMO energy is -5.1 eV. The SMILES is [H]/N=C/C(N)=[NH2+]. For the orbital gap, the calculation gives 0.365 Ha. As for the total charge: +1.



Arrangement two

The following is a quantum chemistry calculation of a cluster of 2 separate species, C2H6N3 in total, from the Open Molecules 2025 dataset.

Each line ends with the Löwdin charge.
Positions of all 11 atoms, in Å:
C -0.4981 0.4702 1.3747  -0.07
C 1.0541 -0.5351 -0.3776  0.13
N 0.2606 -0.0805 0.4343  0.12
N -0.8384 1.7380 1.3443  0.23
N 0.1112 -1.5014 -1.9438  0.04
H -0.8227 -0.2106 2.0365  0.13
H 2.0534 -0.9209 -0.5512  0.12
H -1.5455 2.0386 1.9708  0.14
H -0.6143 2.2329 0.5029  0.14
H 0.6082 -2.4234 -2.1449  0.05
H 0.2315 -0.8077 -2.6460  -0.02

Its LUMO energy (spin up / spin down) is -5.2 / -5.2 eV. For the orbital gap (spin up / spin down), the calculation gives 0.312 / 0.311 Ha. As for the total charge: +1.



Arrangement three

The following is a quantum chemistry calculation of a cluster of 2 separate species, C2H6N3 in total, from the Open Molecules 2025 dataset.

Each line ends with the Löwdin charge.
Positions of all 11 atoms, in Å:
C 0.5977 -0.2975 -0.3367  -0.24
C -0.3764 0.7955 -0.0779  -0.30
N -0.3426 -0.0709 -1.2043  0.21
N 1.4562 -1.1793 0.0261  0.28
N -1.1735 0.7280 1.0664  0.08
H 0.2483 2.2415 -0.1754  0.29
H -0.8290 -0.6682 -1.8930  0.19
H 2.1126 -1.1298 0.7568  0.14
H 1.6333 -1.9141 -0.6472  0.15
H -1.7009 1.6163 1.1501  0.11
H -1.6257 -0.1213 1.3352  0.10

Its LUMO energy is -3.7 eV. For the orbital gap, the calculation gives 0.399 Ha. As for the total charge: +1.



Least stable of them? arrangement two.



Arrangement one

The following is a quantum chemistry calculation of the ion C2H6N3 with charge +1, from the Open Molecules 2025 dataset.

Each line ends with the Löwdin charge.
Positions of all 11 atoms, in Å:
C -0.3549 1.3294 -1.1244  0.06
N 0.2959 0.1999 -0.4342  0.05
N 0.0463 -1.3249 -0.7110  0.24
C 0.1217 -0.6441 0.5129  -0.36
N -0.0057 -0.7674 1.8216  0.23
H -0.2287 1.2223 -2.1231  0.07
H -1.3682 1.2824 -0.7247  0.12
H 0.2259 2.1561 -0.9101  0.08
H 0.8754 -1.7779 -1.0816  0.13
H 0.0827 -1.7236 2.2911  0.18
H 0.3095 0.0477 2.4835  0.20

Its LUMO energy is -4.1 eV. The SMILES is CN1NC1=[NH2+]. For the orbital gap, the calculation gives 0.411 Ha. As for the total charge: +1.



Arrangement two

The following is a quantum chemistry calculation of a cluster of 2 separate species, C2H6N3 in total, from the Open Molecules 2025 dataset.

Each line ends with the Löwdin charge.
Positions of all 11 atoms, in Å:
C -0.0890 0.5850 1.0772  0.04
C 0.6865 -0.5603 1.3065  -0.18
N -0.7799 1.4947 0.9504  0.41
N -0.6578 -0.0971 -1.9006  0.02
N 1.8808 -0.4527 1.6867  0.22
H 0.1049 -1.4758 1.1152  0.15
H -1.5122 -0.6278 -2.0434  0.03
H -0.7552 0.7822 -2.3941  0.02
H 0.0885 -0.6086 -2.3568  0.03
H 2.4028 -1.3091 1.8531  0.10
H -1.3694 2.2693 0.7058  0.17

Its LUMO energy is -5.9 eV. For the orbital gap, the calculation gives 0.313 Ha. As for the total charge: +1.



Arrangement three

The following is a quantum chemistry calculation of the ion C2H6N3 with charge +1, from the Open Molecules 2025 dataset.

Each line ends with the Löwdin charge.
Positions of all 11 atoms, in Å:
N -0.7823 1.2744 -0.4929  0.14
C -0.4593 -0.0244 -0.2459  -0.28
N -1.4756 -0.8283 0.2578  0.15
C 1.1067 -0.2102 -0.6221  -0.01
N 2.0274 -0.4563 0.2066  0.06
H -1.8078 1.4613 -0.4187  0.14
H -0.1117 2.0511 -0.4498  0.14
H -1.3649 -1.9129 0.3285  0.19
H -2.3705 -0.3045 0.4003  0.14
H 3.0125 -0.4044 -0.2086  0.16
H 2.2256 -0.6458 1.2448  0.18

Its LUMO energy is -4.3 eV. The SMILES is NC(N)=C=[NH2+]. For the orbital gap, the calculation gives 0.335 Ha. As for the total charge: +1.



Arrangement four

The following is a quantum chemistry calculation of the ion C2H6N3 with charge +1, from the Open Molecules 2025 dataset.

Each line ends with the Löwdin charge.
Positions of all 11 atoms, in Å:
C 1.4805 0.0216 -0.5735  -0.01
N 0.3292 -0.0936 0.2736  0.10
N -0.4634 1.2642 0.8117  0.29
C -0.8610 0.3346 0.0287  -0.40
N -2.0422 -0.0786 -0.7395  0.20
H 1.5603 -0.9497 -1.1976  0.15
H 1.2662 0.9551 -1.1547  0.12
H 2.3332 0.0455 0.0843  0.09
H -0.3786 2.2203 0.5124  0.15
H -2.9142 0.4229 -0.6059  0.11
H -2.0997 -1.1822 -0.8198  0.19

Its LUMO energy is -5.0 eV. The SMILES is CN1NC1=[NH2+]. For the orbital gap, the calculation gives 0.407 Ha. As for the total charge: +1.



Least stable of them? arrangement four.



Arrangement one

The following is a quantum chemistry calculation of an isolated molecule of CH4N2O2S, from the Open Molecules 2025 dataset.

Each line ends with the Löwdin charge.
Positions of all 10 atoms, in Å:
C 0.0166 -0.9748 -0.9284  -0.16
N 0.1505 0.4501 -0.6207  -0.21
N -1.0055 0.9555 0.3114  -0.05
S 0.4145 0.5792 1.0413  0.60
O 1.2094 1.6853 1.3615  -0.26
O 0.3880 -0.6132 1.8465  -0.27
H -0.4204 -1.6245 -0.1015  0.09
H -0.6907 -1.0518 -1.8396  0.11
H 1.0798 -1.2789 -1.1013  0.10
H -1.1423 1.8731 0.0308  0.06

Its LUMO energy is 0.6 eV. The SMILES is CN1NS1(=O)=O. For the orbital gap, the calculation gives 0.430 Ha. As for the total charge: 0.



Arrangement two

The following is a quantum chemistry calculation of a cluster of 2 separate species, CH4N2O2S in total, from the Open Molecules 2025 dataset.

Each line ends with the Löwdin charge.
Positions of all 10 atoms, in Å:
C -0.6672 0.7935 0.5885  0.02
N 0.0996 0.2891 -0.3273  -0.24
N 1.2583 -0.2860 -0.0908  -0.04
O 1.3854 -2.6195 -2.1368  -0.47
O -0.7267 -3.2791 -1.0011  -0.46
S 0.6946 -2.9053 -0.8835  0.87
H -0.0806 0.7190 1.4780  0.08
H -1.6811 0.9787 0.5143  0.05
H -0.2447 0.3434 -1.3143  0.18
H 1.5731 -0.5503 -1.0378  0.00

Its LUMO energy (spin up / spin down) is -0.9 / -0.9 eV. For the orbital gap (spin up / spin down), the calculation gives 0.277 / 0.277 Ha. As for the total charge: 0.



Arrangement three

The following is a quantum chemistry calculation of a cluster of 2 separate species, CH4N2O2S in total, from the Open Molecules 2025 dataset.

Each line ends with the Löwdin charge.
Positions of all 10 atoms, in Å:
C -0.8045 0.0785 -0.6428  -0.53
N 1.5305 -1.0759 0.3694  0.09
N -0.1876 1.0106 0.1363  -0.52
O 0.7217 1.6763 -0.3931  0.02
O -0.7114 1.2418 1.2096  -0.03
S -1.8738 -0.9089 0.1012  0.90
H -0.3948 -0.3026 -1.5739  0.09
H 2.0799 -0.2079 0.1920  -0.01
H 1.6495 -1.5722 -0.5380  0.00
H -2.0096 0.0603 1.1394  -0.01

Its LUMO energy (spin up / spin down) is -1.9 / -0.8 eV. For the orbital gap (spin up / spin down), the calculation gives 0.326 / 0.293 Ha. As for the total charge: 0.



Arrangement four

The following is a quantum chemistry calculation of a cluster of 3 separate species, CH4N2O2S in total, from the Open Molecules 2025 dataset.

Each line ends with the Löwdin charge.
Positions of all 10 atoms, in Å:
C -3.1479 0.4657 0.2661  0.00
N -2.1106 0.6596 0.7103  0.00
N 0.0436 -0.8044 0.1361  -0.24
O 0.0007 1.3829 -1.0306  -0.47
O 2.8658 0.8941 0.5201  -0.35
S 0.2856 0.8540 0.2568  0.93
H -3.7911 0.1358 -0.5143  0.07
H 3.2906 1.3298 -0.1694  -0.12
H -0.1489 -1.2376 -0.7952  0.08
H 0.0082 -1.6110 0.8103  0.10

Its LUMO energy (spin up / spin down) is -0.7 / -0.4 eV. For the orbital gap (spin up / spin down), the calculation gives 0.261 / 0.323 Ha. As for the total charge: 0.



Least stable of them? arrangement three.



Arrangement one

The following is a quantum chemistry calculation of an isolated molecule of C3H2N2O2, from the Open Molecules 2025 dataset.

Each line ends with the Löwdin charge.
Positions of all 9 atoms, in Å:
H -1.4634 -2.0176 -0.0858  0.09
N -1.7677 -1.0426 -0.0500  0.21
C -0.7820 -0.2716 0.0678  -0.40
C -0.9857 1.1639 0.1708  -0.13
N -1.1645 2.2998 0.2801  0.20
O 0.5103 -0.7398 0.1935  0.05
C 1.5947 0.0399 -0.1234  -0.28
O 1.5565 1.1308 -0.5999  0.12
H 2.4989 -0.5273 0.1253  0.15

Its LUMO energy is -0.2 eV. The SMILES is [H]/N=C(/C#N)OC=O. For the orbital gap, the calculation gives 0.415 Ha. As for the total charge: 0.



Arrangement two

The following is a quantum chemistry calculation of an isolated molecule of C3H2N2O2, from the Open Molecules 2025 dataset.

Each line ends with the Löwdin charge.
Positions of all 9 atoms, in Å:
O 2.6295 -0.7214 0.0701  0.15
C 1.4982 -0.3578 0.0290  -0.50
N 0.3887 -1.2109 -0.1280  0.17
C -0.8103 -0.7178 0.0043  -0.07
C -1.0307 0.7239 0.1068  -0.10
N -0.0426 1.5175 -0.0765  0.08
O 1.2151 1.0142 -0.0007  0.03
H -1.7545 -1.2480 -0.1121  0.11
H -2.0934 1.0002 0.1070  0.12

Its LUMO energy is -1.1 eV. The SMILES is O=c1nccno1. For the orbital gap, the calculation gives 0.343 Ha. As for the total charge: 0.



Least stable of them? arrangement two.



Arrangement one

The following is a quantum chemistry calculation of an isolated molecule of C3H2N2O2, from the Open Molecules 2025 dataset.

Each line ends with the Löwdin charge.
Positions of all 9 atoms, in Å:
H 2.4724 -0.7049 0.0159  0.09
N 1.6843 -1.0411 -0.5377  0.21
C 0.5609 -0.5902 -0.2032  -0.40
C -0.6314 -1.0104 -0.9210  -0.14
N -1.6283 -1.2920 -1.4311  0.20
O 0.2975 0.2414 0.8765  0.05
C -0.6789 1.2089 0.7450  -0.28
O -1.2405 1.4857 -0.2686  0.11
H -0.8405 1.6994 1.7126  0.15

Its LUMO energy is -0.2 eV. The SMILES is [H]/N=C(/C#N)OC=O. For the orbital gap, the calculation gives 0.416 Ha. As for the total charge: 0.



Arrangement two

The following is a quantum chemistry calculation of an isolated molecule of C3H2N2O2, from the Open Molecules 2025 dataset.

Each line ends with the Löwdin charge.
Positions of all 9 atoms, in Å:
O -2.7549 -0.2462 -0.1370  0.05
C -2.0189 0.6965 0.0279  -0.28
C -0.7608 0.6377 0.7836  0.07
N 0.3566 0.3647 0.4062  0.07
C 1.4975 -0.0947 0.0715  -0.13
N 1.6094 -1.5331 0.2317  -0.03
O 2.0569 -2.0889 -0.7376  0.00
H -2.2630 1.7224 -0.3094  0.12
H 2.2771 0.5415 -0.3369  0.13

Its LUMO energy is -1.1 eV. For the orbital gap, the calculation gives 0.298 Ha. As for the total charge: 0.



Least stable of them? arrangement two.



Arrangement one

The following is a quantum chemistry calculation of an isolated molecule of C3H2N2O2, from the Open Molecules 2025 dataset.

Each line ends with the Löwdin charge.
Positions of all 9 atoms, in Å:
N -2.2257 -1.1309 0.0452  0.13
C -1.0074 -0.8006 0.1164  -0.64
O 0.1654 -1.2240 0.2491  0.02
C 1.6250 1.1540 -0.1316  -0.23
O 2.3270 1.5921 -0.9720  0.15
C -0.6252 0.6861 0.0068  0.17
N 0.1964 1.5389 -0.0292  0.19
H -2.2796 -2.1435 0.1298  0.06
H 1.8241 0.3278 0.5855  0.15

Its LUMO energy is -1.1 eV. For the orbital gap, the calculation gives 0.336 Ha. As for the total charge: 0.



Arrangement two

The following is a quantum chemistry calculation of a structure of composition C3H2N2O2, from the Open Molecules 2025 dataset.

Each line ends with the Löwdin charge.
Positions of all 9 atoms, in Å:
C 0.1215 1.0485 0.2872  -0.37
C -0.1272 -1.1921 -0.5533  -0.06
C 0.3895 0.1576 -0.9404  -0.36
H -0.7997 0.2910 2.1172  0.28
H -0.3434 -2.0856 -1.2665  0.16
N 0.1960 0.0110 1.2672  0.02
N -0.3779 -1.1195 0.6896  0.00
O 0.1430 2.2785 0.3200  0.12
O 0.7981 0.6106 -1.9210  0.20

Its LUMO energy is -1.3 eV. For the orbital gap, the calculation gives 0.313 Ha. As for the total charge: 0.



Least stable of them? arrangement two.